Density functional theory data (ωB97M-V/def2-TZVPD) for C8H24BCl3F4N2O as an isolated structure at a distorted geometry.

Values from the calculation:
Spin multiplicity ... 1
Calculated total energy ... -2308.79573 hartree
Gap between HOMO and LUMO ... 3.753 eV
Net charge ... -2

Each line ends with the natural charge from an NBO analysis.
Geometry (Å):
N1 1.343 0.845 3.082  -0.991
H1 1.084 1.451 2.317  0.329
H2 1.525 -0.065 2.681  0.347
H3 0.636 0.732 3.794  0.402
H4 2.149 1.140 3.614  0.324
C1 1.559 -2.471 -1.294  -0.657
C2 0.987 -1.126 -0.714  -0.287
N2 -0.524 -0.834 -0.960  -0.228
C3 -1.273 -1.779 -0.008  -0.427
C4 -0.770 0.679 -0.572  -0.200
C5 -0.703 0.989 0.940  -0.652
C6 -1.014 -1.063 -2.450  -0.215
C7 -0.539 -0.118 -3.611  -0.071
O1 -1.139 1.124 -3.577  -0.533
C8 -0.918 1.874 -4.787  -0.258
H5 1.470 -2.537 -2.378  0.173
H6 1.182 -3.312 -0.712  0.219
H7 2.629 -2.601 -1.135  0.251
H8 1.454 -0.264 -1.189  0.196
H9 1.199 -1.040 0.352  0.299
H10 -2.296 -1.403 0.001  0.200
H11 -0.962 -1.628 1.026  0.290
H12 -1.123 -2.819 -0.298  0.210
H13 -1.764 0.898 -0.962  0.177
H14 -0.106 1.348 -1.119  0.238
H15 0.166 0.558 1.437  0.276
H16 -1.519 0.420 1.386  0.173
H17 -0.863 2.043 1.164  0.283
H18 -2.095 -1.022 -2.314  0.206
H19 -0.805 -2.106 -2.687  0.213
H20 -0.785 -0.681 -4.512  0.162
H21 0.546 -0.016 -3.599  0.185
H22 -1.732 1.678 -5.484  0.166
H23 0.054 1.752 -5.266  0.176
H24 -0.985 2.905 -4.440  0.204
Cl1 1.458 2.637 1.327  -0.824
Cl2 3.523 1.310 3.972  -0.775
Cl3 1.854 -1.482 1.859  -0.717
B1 -0.564 0.749 5.023  1.307
F1 -0.900 0.631 6.365  -0.572
F2 -0.440 2.065 4.782  -0.555
F3 0.667 0.157 4.686  -0.467
F4 -1.665 0.379 4.260  -0.574